Computed, not measured: 5 unconnected molecules or ions with the total composition C9H21IN4O10, with ωB97M-V with the def2-TZVPD basis set.

XYZ file:
```
45
Properties=species:S:1:pos:R:3:forces:R:3:nbo_charge:R:1
O -2.491458 0.911624 -2.759514 0.0 0.2 -0.2 -0.53
H -3.545094 6.886813 -2.137182 0.0 0.0 0.0 0.23
H -3.151343 1.575120 -0.416511 0.0 0.0 0.0 0.24
N 0.306710 -4.980307 -1.210836 0.0 0.1 0.0 0.54
H -0.695822 0.187177 0.792433 0.0 0.0 0.0 0.22
O 2.701079 -2.233040 3.148006 0.1 0.0 0.0 -0.38
I -2.276382 1.348298 2.548100 0.0 0.0 0.1 0.05
C -2.444141 0.746672 -0.369208 -0.1 0.1 -0.1 -0.57
O 1.382988 -4.441319 -1.380534 0.0 -0.1 0.0 -0.39
H 0.042850 2.057626 -0.651062 0.0 0.0 0.0 0.22
H -3.014984 -0.138510 -0.072627 0.0 0.0 0.0 0.24
C 3.721537 1.127224 3.187703 0.0 0.0 -0.1 -0.49
O -2.196686 6.566668 0.037245 0.0 0.0 0.0 -0.38
H 1.837650 -2.804088 0.778538 0.0 0.0 0.0 0.25
O 1.711093 2.250273 3.010824 0.0 -0.1 -0.1 -0.37
C -0.528424 2.271685 0.257307 0.0 0.0 0.0 -0.65
H -3.074192 5.247980 -2.718429 0.0 0.0 0.0 0.23
H 0.500115 -5.851074 -3.108051 0.0 0.0 0.0 0.24
H 4.275996 2.043844 3.009315 0.0 0.0 0.0 0.23
O -0.810114 -0.254348 -1.868131 0.0 0.0 -0.2 -0.55
H 3.497066 -3.228330 0.236732 0.0 0.0 0.0 0.23
H -4.114317 5.447987 -1.263784 0.0 0.0 0.0 0.24
H 3.581928 0.975534 4.253640 0.0 0.0 0.0 0.24
H -1.183786 3.121596 0.062833 0.0 0.0 0.0 0.21
O 1.995968 0.529239 1.746427 0.0 0.0 0.0 -0.40
N 3.356385 -2.355518 2.135411 0.0 0.1 0.1 0.54
N -2.102788 5.917780 -0.983048 0.0 0.0 0.0 0.53
N 2.366074 1.315658 2.598386 0.0 0.0 0.0 0.54
C -0.218910 -5.850855 -2.298536 0.0 0.0 0.0 -0.48
H 2.651895 -4.209852 1.488094 0.0 0.0 0.0 0.23
H -0.361007 -6.840135 -1.873866 0.0 0.0 0.0 0.24
C -1.950529 0.505502 -1.778213 0.1 -0.3 0.2 0.82
O 4.426066 -1.811928 1.932311 0.0 -0.1 0.0 -0.40
O -1.116700 5.308397 -1.342173 0.0 0.0 0.0 -0.37
H -1.188107 -1.735470 -0.434289 0.0 0.0 0.0 0.18
H 4.176888 0.268100 2.711313 0.0 0.0 0.1 0.25
C 2.798439 -3.221356 1.063330 0.0 0.0 0.0 -0.48
C -1.338508 1.049174 0.630097 0.0 0.0 0.1 -0.26
H 0.173044 2.539490 1.043747 0.0 0.0 0.0 0.25
H -1.177208 -5.438609 -2.600133 0.0 0.0 0.0 0.24
H -1.798134 -2.065629 -2.082196 0.0 0.0 0.0 0.18
H -0.050591 -2.127078 -1.739746 0.0 0.0 0.0 0.20
C -0.983611 -1.622368 -1.503048 0.0 0.0 0.2 -0.26
C -3.307205 5.864527 -1.859094 0.0 0.0 0.0 -0.49
O -0.383732 -4.854175 -0.221579 0.0 0.0 -0.1 -0.37
```
Forces are in eV/Å.

Results
Kohn-Sham gap = 8.66 eV
total charge = 0
highest occupied orbital energy = -9.0674 eV



Computed, not measured: a molecular structure, C9H21NO2PPt at a distorted geometry, with ωB97M-V with the def2-TZVPD basis set.

XYZ file:
```
35
Properties=species:S:1:pos:R:3:forces:R:3:nbo_charge:R:1
C -1.431881 -1.697115 -0.226224 -4.7 -10.0 3.9 -0.32
C 1.311685 2.136788 2.478201 0.1 -0.5 0.3 -0.07
H -0.138532 -3.653069 -2.000930 2.1 0.3 -0.4 0.20
C 0.999263 -3.384401 -2.062748 0.0 -1.3 0.3 -0.29
P -0.472758 -0.105501 -0.658338 0.6 1.0 -1.9 0.72
H 0.940149 3.242431 0.113161 1.1 -2.3 -0.6 0.22
H 0.602746 3.039797 2.251154 1.4 -1.8 0.3 0.19
C 2.041588 1.517864 1.105201 0.3 0.8 1.8 -0.46
H 1.562341 -3.912202 -2.963233 -1.5 1.4 1.7 0.24
C -2.025344 -2.933037 0.174811 3.5 7.2 -1.1 -0.22
H 3.193494 1.778180 1.243316 -2.5 -0.6 -0.6 0.25
H -1.940469 1.886076 0.195038 -0.1 -2.4 -0.9 0.27
H -3.536546 0.269846 1.040534 0.0 0.0 -0.4 0.36
H -0.232671 0.060062 0.750715 -0.2 -0.4 0.4 0.11
Pt -2.842053 -0.822807 2.610268 0.4 -0.4 -0.8 0.22
C 1.442363 2.209910 -0.217769 1.1 1.9 -0.4 -0.45
H -2.457889 -3.874222 0.749657 1.1 2.4 -1.7 0.31
H -4.101101 0.079500 -0.594616 1.1 -0.6 0.8 0.43
H 2.036780 -0.506701 -0.904894 -2.3 -1.1 0.0 0.26
H -2.423795 1.274326 -1.528479 0.9 -1.0 2.2 0.26
H 2.382013 2.560242 -0.870480 -2.1 -0.8 1.4 0.24
H -0.398288 2.236605 -1.542401 1.9 -1.6 0.7 0.23
C 1.098783 -1.237679 -0.893710 3.0 -1.9 -0.8 -0.20
H 1.509811 -3.813722 -1.082961 -0.9 1.2 -1.9 0.19
O 0.429182 1.113839 3.133571 1.4 -0.2 -1.0 -0.75
H 2.093126 2.493235 3.274261 -1.3 -0.7 -1.6 0.19
N -3.279051 0.058970 0.051889 2.2 2.9 -1.1 -0.68
H 1.017291 1.195341 -2.205113 -1.3 0.3 2.1 0.25
H 0.912799 0.238908 3.215129 -0.5 1.8 -0.1 0.47
C -2.122427 0.905020 -0.441087 -5.1 2.2 -0.2 -0.41
C 0.436251 1.454569 -1.193895 0.3 1.7 -1.8 -0.77
H 1.212260 -1.937108 0.036492 -0.3 1.0 -1.9 0.23
H -0.864851 -0.311942 -2.045668 0.1 -0.1 0.4 0.07
O 1.096673 -1.921841 -2.197254 0.3 -0.5 3.2 -0.51
H 1.949057 0.359841 1.206403 0.1 2.0 -0.4 0.20
```
Forces are in eV/Å.

Results
Kohn-Sham gap = 4.40 eV
total charge = +1
highest occupied orbital energy = -11.7896 eV



Computed, not measured: 2 unconnected molecules or ions with the total composition C9H21NO3P at a distorted geometry, with ωB97M-V with the def2-TZVPD basis set.

XYZ file:
```
35
Properties=species:S:1:pos:R:3:forces:R:3:nbo_charge:R:1
H 2.624644 -1.595216 -1.974805 -0.8 1.0 0.1 0.24
H -1.781379 0.349440 -1.491056 0.4 -1.5 0.2 0.23
H -0.267747 -3.125675 1.348043 1.2 -0.6 0.1 0.25
H -0.336372 0.361275 -2.258773 -0.4 -1.8 1.0 0.24
H 3.166118 1.774145 2.981370 1.5 -0.4 0.5 0.20
N -0.547835 -1.244348 -0.754965 0.0 0.2 -1.6 -0.27
H -2.142911 -0.785319 0.158753 -0.2 -0.4 1.3 0.24
H 0.110002 3.072945 -1.133061 -0.2 1.5 -2.1 0.20
O -0.870721 0.948651 2.085570 0.8 -0.7 -1.4 -1.03
C 0.671921 -1.883142 -1.197938 -0.3 1.5 -1.6 -0.22
H -0.899067 -1.626235 -3.623639 0.4 -0.1 -0.9 0.22
O 1.292969 2.064100 2.523382 -1.3 1.4 0.9 -0.87
H -2.701164 -1.627158 2.294751 -2.7 2.4 -0.1 0.20
H 1.993684 -0.449042 -0.741597 1.2 1.5 1.4 0.22
H 0.986814 -2.544548 -0.542550 1.6 -2.8 3.9 0.21
C 1.778750 -0.944554 -1.624867 -0.5 -1.9 -0.6 -0.60
C -1.870096 -2.176117 2.375879 3.5 -3.0 -0.5 -0.17
C -0.990591 -2.369733 1.387387 -2.6 2.9 -0.9 -0.30
C -1.055517 -0.451288 -1.857431 -1.1 5.5 -0.9 -0.26
H 2.825553 2.787882 1.448639 0.7 -0.1 2.4 0.18
C -1.271712 -1.427166 0.296663 1.1 -0.7 -1.2 0.26
H -1.686811 -2.793094 3.198173 -0.4 -0.7 1.6 0.21
H -2.320748 -0.401015 -3.701755 1.6 -1.5 1.3 0.25
H 0.662027 3.735055 0.550673 -0.3 -1.0 -1.4 0.19
P 0.688803 0.955891 1.531502 0.2 -0.7 -0.9 1.58
O 0.494565 1.642076 0.017181 1.8 -1.3 2.0 -0.84
H -0.883746 2.894804 0.336257 -1.0 1.2 -0.4 0.18
H 0.436844 -2.532194 -1.978910 -0.9 -0.8 -1.8 0.21
H 1.320706 -0.285692 -2.338849 0.9 0.3 -0.6 0.21
H -2.259498 -1.879925 -2.695267 -2.1 -2.2 0.7 0.21
C 0.092056 2.994712 -0.107411 -0.3 -0.3 3.3 -0.26
C 2.642982 2.606642 2.601773 -0.8 0.5 -3.9 -0.24
H 2.806087 3.579362 3.138384 -0.9 -1.2 -0.2 0.23
H -1.044355 1.514020 2.809860 -0.3 1.2 1.3 0.51
C -1.664257 -1.139537 -3.061363 0.2 2.4 -0.8 -0.62
```
Forces are in eV/Å.

Results
ΔE to the lowest compared entry with this formula, charge and spin = 2.874 eV
Kohn-Sham gap = 8.20 eV
total charge = +1
highest occupied orbital energy = -12.2264 eV



Computed, not measured: 2 unconnected molecules or ions with the total composition C9H21O5 at a distorted geometry, with ωB97M-V with the def2-TZVPD basis set.

XYZ file:
```
35
Properties=species:S:1:pos:R:3:forces:R:3:nbo_charge:R:1
O -1.471506 -2.408996 0.829904 0.1 0.2 0.2 -0.54
O -2.761163 0.086288 0.033883 0.3 -0.3 -0.2 -0.54
C 3.755550 1.680689 -1.526032 0.4 0.0 0.4 -0.26
H -0.206085 1.633623 -0.580730 0.4 1.1 -0.9 0.22
H -4.440485 -1.119272 0.084053 0.2 0.0 0.1 0.17
H -3.311566 -3.179387 0.290855 0.1 0.1 0.0 0.16
H -2.414410 2.256967 -1.263073 -0.2 -0.2 0.1 0.16
H 0.102817 3.692816 -0.434187 0.0 -1.2 -0.9 0.23
O -1.560059 2.851936 0.515751 2.2 -0.2 0.1 -0.66
H 4.287336 0.743798 -1.723864 -0.2 0.2 0.1 0.20
H 0.918386 2.683703 -2.740177 0.0 -0.1 0.4 0.17
H -4.454568 1.274546 0.026393 0.2 -0.1 0.0 0.16
C -3.419556 -1.062431 0.503822 -0.1 0.0 0.2 -0.07
C -3.410319 1.279229 0.391958 -0.3 0.2 0.1 -0.08
H -3.438944 1.387776 1.491852 0.0 0.0 -0.2 0.17
C 0.018450 2.627320 -0.155052 -2.5 0.2 4.2 0.19
O 0.847103 2.497191 0.960518 -0.5 0.5 -1.3 -0.53
H 2.160680 3.571809 -1.670364 -0.2 -0.3 0.1 0.15
H 0.000233 0.710984 1.605949 0.2 0.2 0.1 0.20
C 1.642834 2.637717 -1.922483 1.3 0.0 -1.2 -0.07
H -3.510630 -1.027277 1.604495 0.0 0.0 -0.2 0.17
C -2.682599 2.462021 -0.211316 0.3 0.5 -0.3 -0.08
H -3.367111 3.328288 -0.221739 -0.1 -0.3 -0.1 0.17
H -1.299188 -4.478333 0.753377 0.2 0.2 -0.1 0.16
H 1.485070 1.270016 2.446563 -0.1 0.0 -0.3 0.20
H 4.270384 2.505894 -2.041993 -0.1 -0.2 0.1 0.18
C -0.734004 -3.559833 0.510411 0.1 -0.2 -0.2 -0.25
H -2.451803 -2.274614 -0.985426 0.0 0.0 0.2 0.17
H 0.190413 -3.537997 1.099220 -0.3 0.0 -0.1 0.19
H 3.753850 1.876671 -0.441183 0.0 0.0 -0.3 0.18
H -0.476103 -3.586060 -0.564465 0.0 0.0 0.3 0.16
C 0.982891 1.190212 1.475721 -0.3 -0.6 0.1 -0.27
O 2.437860 1.528654 -2.010008 -0.5 0.3 -0.1 -0.51
C -2.665572 -2.302919 0.098992 -0.2 -0.2 -0.3 -0.08
H 1.578598 0.556334 0.799680 0.0 0.2 0.1 0.17
```
Forces are in eV/Å.

Results
spin multiplicity = 2
ΔE to the lowest compared entry with this formula, charge and spin = 0.150 eV
Kohn-Sham gap (alpha / beta) = 8.36 / 9.27 eV
total charge = 0
highest occupied orbital energy (alpha / beta) = -7.4953 / -8.8959 eV



Computed, not measured: a molecular structure, C9H22BNNbO5S2 at a distorted geometry, with ωB97M-V with the def2-TZVPD basis set.

XYZ file:
```
41
Properties=species:S:1:pos:R:3:forces:R:3:nbo_charge:R:1
H 2.471347 -2.393185 2.085295 -0.2 -0.5 -0.2 0.16
C -3.700107 5.812015 -0.744946 -0.5 0.3 0.4 -0.31
C -0.435441 4.444773 -1.323940 -0.3 -0.7 -0.3 -0.40
C -2.534677 5.594918 -0.594799 1.1 -0.5 0.5 0.04
H -0.615686 6.271875 -0.213447 0.0 -0.1 0.2 0.22
H 0.284574 3.444295 2.453253 0.2 -0.3 -0.3 0.16
Nb 0.602632 1.647767 -0.049224 0.1 3.0 -0.2 1.37
O 0.370863 -4.238684 -1.729918 -0.4 0.0 0.0 -0.68
H -0.878545 1.167089 0.946100 0.1 -0.2 0.1 -0.38
H -1.115050 4.861549 0.748470 0.2 -0.1 -0.1 0.24
H -1.850390 2.753898 -0.992131 0.0 0.4 -0.2 0.22
O -1.336687 -3.004008 -0.473110 0.0 0.1 0.2 -0.86
H 0.665730 -6.192236 -2.281420 0.0 0.0 0.0 0.18
H -1.693690 -6.578700 -2.744888 0.0 0.0 0.2 0.20
H 3.587655 0.451619 1.242183 0.1 0.2 -0.4 0.50
N 0.996208 -0.880018 2.183763 1.0 -1.1 0.5 -0.81
H 0.745038 0.145598 4.021750 0.2 0.0 0.0 0.20
O -1.656052 -5.374019 -1.054552 0.4 -0.2 0.0 -0.69
C 1.380328 -2.301332 1.958019 -0.1 0.9 -0.3 -0.41
O 0.002712 -4.766357 0.649516 -0.1 -0.2 0.1 -0.89
H 0.352351 -5.070169 -3.627173 0.0 0.2 0.1 0.21
H 2.101103 2.006237 -1.098847 0.5 -0.1 -0.1 -0.47
H 0.852828 -2.966035 2.648236 0.0 0.1 -0.1 0.19
H 1.574622 -1.417506 4.161586 0.1 0.1 0.0 0.18
H -4.712936 6.074206 -0.571029 -0.2 -0.1 -0.4 0.22
C -1.403728 -5.574305 -2.445706 -0.2 0.3 -0.3 -0.10
C 1.474835 -0.521482 3.544088 -0.5 0.7 -0.6 -0.42
S -0.654089 -4.238579 -0.487449 -0.1 -0.1 -0.4 2.54
H -1.990657 -4.843483 -3.007691 0.0 0.0 -0.1 0.19
C -1.121598 5.299511 -0.250210 -0.3 0.6 -0.8 -0.48
C -0.810846 2.944529 -1.290733 -0.6 -1.0 -0.3 -0.91
H -0.774810 4.838064 -2.295062 0.1 0.1 0.1 0.19
O 3.068264 -0.274244 0.884190 -0.4 -0.1 0.8 -1.03
C 0.082237 -5.326591 -2.605471 0.2 -0.4 0.0 -0.10
B 1.697771 -0.039135 1.155534 -1.2 -0.9 -0.1 0.81
H 0.194827 0.297545 -1.200500 0.3 -0.1 0.3 -0.29
H 2.430696 0.024390 3.482609 0.0 -0.3 0.4 0.17
H -0.740520 2.577198 -2.328255 0.0 -0.1 0.2 0.22
S 1.361270 3.337175 1.636573 0.1 -0.1 0.2 -0.59
H 0.654246 4.560827 -1.328350 -0.1 0.1 0.3 0.21
H 1.073372 -2.555008 0.937685 0.3 -0.1 0.2 0.19
```
Forces are in eV/Å.

Results
Kohn-Sham gap = 5.86 eV
total charge = -1
highest occupied orbital energy = -3.6477 eV



Computed, not measured: a molecular structure, C9H22Br2CuF3N6O15S at a distorted geometry, with ωB97M-V with the def2-TZVPD basis set.

XYZ file:
```
59
Properties=species:S:1:pos:R:3:forces:R:3:nbo_charge:R:1
O -2.009381 0.955589 0.958748 -0.8 0.2 0.6 -0.53
C 2.012580 4.885071 0.660352 -0.6 -0.1 -0.4 -0.42
N -0.316598 -2.454387 1.370133 1.7 -1.3 -0.5 0.56
C 6.991704 0.061869 -1.507634 1.1 -1.1 -1.2 -0.49
O -1.503116 1.176992 -1.724984 0.4 0.1 0.0 -0.98
Br 4.222639 3.294665 -0.392718 0.2 0.2 0.7 0.01
H 2.967265 -1.072172 2.153545 -0.1 0.3 0.2 0.23
C 3.420177 5.007025 0.064263 -1.3 0.0 -1.0 -0.47
H 7.308639 1.088359 -1.738698 -0.4 -0.3 0.8 0.25
F 1.385630 0.594154 -1.328102 -1.1 0.1 -1.9 -0.32
H 1.497307 5.872274 0.559282 0.6 -0.8 0.6 0.24
H -3.313257 -4.373899 1.128592 -1.7 1.0 -0.3 0.23
F 1.336675 -0.749332 -3.025214 0.7 -1.5 -0.3 -0.29
N -3.087281 1.344533 1.497771 1.6 -1.3 -0.1 0.58
H -5.149266 -2.016712 -4.306245 -0.9 -0.1 -0.5 0.24
N 6.064165 -0.098867 -0.398746 -1.6 0.5 0.9 0.52
Br 0.793291 3.712365 -0.388469 0.3 0.4 0.0 -0.05
O -1.243844 -1.103700 -2.233673 0.5 0.5 1.0 -1.00
H -2.160424 1.647170 3.359013 0.2 -0.4 0.2 0.26
H 7.835704 -0.579309 -1.180755 -0.2 0.5 -0.6 0.25
H -2.593587 3.053855 2.407212 0.1 0.9 0.1 0.25
C 2.774081 0.002839 2.188277 -0.7 0.0 -2.4 -0.48
O 0.870388 -0.390475 3.463622 0.3 1.2 -1.1 -0.41
O -1.114534 -2.158911 2.180557 -1.2 0.2 1.2 -0.30
H 0.803594 -3.711247 2.681137 -0.1 0.4 -0.7 0.25
H 3.162784 0.453687 3.044634 2.0 0.7 0.9 0.24
N -4.971975 -1.462738 -2.319354 -0.9 2.9 1.3 0.54
S -0.932655 0.273822 -2.750675 -1.4 -1.1 0.8 2.27
F 1.340427 1.306818 -3.444046 0.4 1.3 0.0 -0.27
O -0.117884 -1.832631 0.330273 -0.2 0.5 -0.6 -0.47
H 2.919552 0.493258 1.161609 0.3 -0.6 1.9 0.26
H 1.465041 -3.464072 0.994282 0.0 -0.3 0.0 0.25
H -3.637143 -1.460072 -3.846122 0.2 0.1 0.1 0.25
H -4.779964 -3.969359 0.069451 -0.1 0.2 1.2 0.28
Cu -1.709072 -0.374728 -0.405094 -0.4 -0.4 -0.7 1.47
C -2.916382 2.094973 2.746308 -0.8 -0.1 -0.7 -0.47
O -1.357142 0.396522 -4.086953 0.5 0.8 -0.8 -0.87
C -4.263005 -3.707094 1.020438 2.2 -0.5 -0.3 -0.49
N 1.367201 0.258843 2.530662 -1.3 -1.4 -0.8 0.52
O -5.008314 -0.426947 -1.605773 0.3 -1.9 -1.0 -0.42
O -3.187927 -2.127382 -0.279139 0.9 1.5 1.6 -0.47
O -4.175922 1.087455 1.124267 -0.3 -0.2 -0.7 -0.23
O -5.176572 -2.571748 -1.905703 -0.1 -0.4 -0.3 -0.37
O 0.797732 1.045108 1.790808 -0.5 -0.2 1.1 -0.37
H -3.941098 2.052002 3.080718 0.1 0.6 0.9 0.25
O -3.587047 -1.699506 1.848929 0.2 2.0 0.2 -0.30
O 5.513138 -1.211398 -0.247466 1.0 2.4 0.0 -0.39
H 0.077980 -4.568979 1.368993 -0.5 -0.3 -0.6 0.25
H 1.935531 4.403406 1.646070 0.3 0.7 -0.3 0.23
H -4.800142 -0.206926 -4.028854 -0.7 0.5 0.0 0.25
C -4.701467 -1.229240 -3.744706 1.9 -1.1 0.2 -0.49
C 0.907649 0.407252 -2.621152 0.2 -0.2 1.5 0.74
O 5.899156 0.916896 0.289237 -0.2 -2.0 -0.3 -0.37
H -4.700024 -3.600604 2.009209 -0.8 -0.7 -0.4 0.25
H 3.295230 5.417909 -0.949293 0.2 0.3 0.6 0.23
H 6.526328 -0.360421 -2.412191 0.2 -0.1 0.5 0.24
H 4.033993 5.669488 0.688545 0.1 -0.6 -0.2 0.24
N -3.656113 -2.337334 0.858533 -0.4 -2.9 -1.5 0.56
C 0.585556 -3.654005 1.596292 0.4 0.9 1.2 -0.49
```
Forces are in eV/Å.

Results
spin multiplicity = 2
Kohn-Sham gap (alpha / beta) = 8.32 / 6.71 eV
total charge = +1
highest occupied orbital energy (alpha / beta) = -11.8268 / -11.8268 eV